The following is a quantum chemistry calculation of a 11-piece molecular cluster, C20H52BO26 overall at a distorted geometry, from the Open Molecules 2025 dataset.

Structure (XYZ):
```
99
Properties=species:S:1:pos:R:3:forces:R:3
O -2.47755 -0.99722 -1.02438 0.4 0.1 0.0
O -5.33200 -4.10870 2.94015 -0.5 -0.7 0.2
O -4.57762 -1.72215 -3.88562 -0.1 0.0 0.2
O 5.21781 -0.09134 -4.52223 0.1 -0.1 -0.1
O -7.91773 -2.34064 2.63003 -0.1 0.1 0.2
O -3.32444 -5.66384 -2.16152 0.1 0.2 0.0
O 2.05950 4.61724 -0.77241 -0.2 -0.1 0.6
O 0.71389 2.47658 4.92593 -0.6 0.1 -0.7
O 0.47968 2.04777 -0.39726 0.3 0.9 0.4
O -1.00996 0.48938 0.22011 -0.2 0.4 0.1
O 3.02680 1.75900 3.40886 0.6 0.1 0.4
O 3.72057 -3.69070 0.72694 0.3 0.3 0.4
O -3.33379 1.90468 1.29036 -0.3 0.3 0.3
O -0.23143 6.23860 -0.03581 -0.2 0.2 -0.4
O 4.62916 -0.70583 0.40358 -0.1 -0.1 0.0
O -2.30618 4.89733 1.69618 0.0 -0.3 0.7
O -4.27020 -2.34437 -0.94999 -0.1 -0.1 -0.4
O 1.76764 -0.24900 -1.71124 0.6 0.0 -0.6
O -2.98489 -3.35307 1.48474 -0.1 -0.1 0.2
O 0.01679 -0.68951 3.20813 0.5 -0.2 0.6
O -1.53335 -1.70529 0.99471 0.6 -0.1 0.3
O -1.38344 -2.20228 -5.43011 0.3 0.5 -0.7
O -0.04793 -1.31653 -0.90346 -0.3 0.0 -0.2
O 4.98045 -2.87406 -3.69137 0.7 0.2 0.2
O 0.88404 -3.84592 -4.93208 0.5 -0.3 0.1
O 5.50758 3.34931 2.35100 -0.1 -0.3 0.6
C -2.60047 -2.44802 0.81338 0.2 0.1 -0.9
C -3.20923 2.96868 0.35969 0.7 -0.1 -0.1
C -6.94458 -2.76973 1.69045 -0.3 -0.9 0.2
C -6.34855 -4.18126 1.95447 0.7 2.5 -0.8
C -3.22108 -1.94764 -0.52395 -0.9 -0.3 0.6
C -0.20393 0.69179 3.38463 -0.2 0.5 -1.3
C 4.35119 -0.59764 -3.52016 -0.8 0.4 0.9
C 0.06544 -3.35313 -3.89351 -0.1 0.9 -0.5
C 3.62548 -1.23555 1.28495 0.4 -0.5 -0.5
C 4.56309 2.49853 1.68883 0.2 0.4 -1.2
C 4.96378 -1.76718 -2.78946 -0.6 0.0 -0.3
C 2.08094 5.49509 0.32839 0.0 1.5 -0.2
C 2.96850 -2.46979 0.70381 -0.6 -0.6 -0.5
C 1.08162 6.66661 0.18986 0.9 -0.1 0.5
C 0.08278 0.93016 -0.36772 0.2 -0.5 -1.1
C 0.73431 -0.26283 -1.13913 -0.7 0.0 1.3
C -2.05579 3.90668 0.71236 -0.1 0.0 -1.0
C 3.18850 2.62676 2.29474 -0.3 -0.2 0.1
C -0.53538 -2.01136 -4.30891 -1.2 -1.0 1.3
C 0.16951 1.14261 4.78604 0.3 0.3 0.7
B -1.25768 -0.87547 -0.18510 0.2 -0.3 -0.1
H -1.08814 -1.69029 -3.41389 -0.3 0.3 -0.3
H 2.47396 2.17734 4.08401 -0.1 0.0 -0.2
H 6.24056 3.47582 1.74643 0.1 0.0 0.0
H -1.25980 0.91724 3.17483 0.0 0.0 0.3
H 4.60667 -3.53782 0.38440 -0.1 0.0 -0.1
H 1.42117 7.34891 -0.59373 -0.4 -0.4 -0.5
H 2.03450 -2.71763 1.21027 0.1 0.1 0.4
H 5.33799 -1.35386 0.34501 0.1 0.1 0.0
H -8.54915 -3.04759 2.79037 0.1 -0.1 -0.1
H -2.96368 2.55269 -0.62100 0.0 0.1 -0.1
H 1.93623 5.03194 1.30882 -0.1 -0.4 -0.2
H -1.19713 3.29667 0.99606 -0.1 0.1 0.4
H 4.10111 -1.45885 2.24151 -0.3 0.1 0.2
H 1.37123 3.96727 -0.58155 0.1 -0.2 -0.4
H -2.08578 -2.83417 -5.24921 0.0 0.1 0.4
H -0.73680 -4.08001 -3.69315 -0.1 0.2 0.1
H 3.35679 -0.84285 -3.90113 0.2 -0.3 -0.2
H -4.75858 -1.75600 -2.93238 0.2 -0.1 -0.1
H 4.56591 2.86552 0.65360 -0.7 -0.2 0.0
H 4.15671 0.17899 -2.77012 0.2 0.0 0.0
H 0.98318 0.58591 5.24991 -0.3 -0.7 -0.4
H 5.32158 -3.64776 -3.23389 0.0 0.0 0.0
H 2.65779 -2.29228 -0.33037 0.2 0.4 -0.1
H -6.15812 -2.02036 1.74880 0.1 -0.1 -0.2
H 0.08660 3.11058 4.55425 0.1 0.0 0.1
H -2.68292 -5.79289 -1.45425 -0.1 0.0 0.0
H 3.06206 5.97846 0.35229 0.2 -0.2 0.1
H -3.33918 1.08750 0.79072 0.1 -0.1 0.0
H 2.40259 2.33377 1.58808 0.3 0.2 -0.5
H -5.87377 -4.36891 0.98614 -0.2 -0.8 0.0
H -0.50166 5.63760 0.66773 0.0 0.3 0.2
H -3.42749 -4.70529 -2.22326 -0.1 -0.1 0.0
H 1.16488 7.30580 1.08611 -0.1 -0.3 0.2
H 4.37274 -2.05624 -1.91885 -0.3 0.4 0.0
H -3.14461 5.32578 1.50262 0.0 0.0 -0.1
H 4.86447 1.44956 1.60818 0.1 0.0 0.5
H 2.85896 -0.46998 1.38163 0.1 0.1 0.2
H 5.91228 -1.37841 -2.39631 0.5 -0.6 -0.4
H -4.15789 3.50190 0.24824 0.0 0.1 0.1
H -4.50107 -4.01024 2.45819 0.0 0.0 0.2
H 3.04441 3.68597 2.53297 0.0 -0.1 0.3
H 4.70303 0.04519 -5.31801 0.0 0.0 -0.1
H 0.32535 1.25946 2.60281 0.4 0.1 0.4
H 0.43126 -3.63005 -5.75753 0.0 0.0 0.1
H 0.16369 -1.20971 -4.53188 0.3 -0.3 -0.3
H -0.73390 1.06810 5.39655 0.2 -0.1 0.3
H 0.59057 -3.17952 -2.95061 0.5 -0.3 -0.3
H -0.25375 -0.96367 2.32470 -0.3 0.1 0.2
H -4.65118 -0.79139 -4.11845 0.1 -0.1 0.0
H -1.72543 4.43964 -0.19089 -0.3 -0.3 -0.2
H -7.36141 -2.81292 0.67385 -0.1 0.3 0.0
H -7.16868 -4.86570 2.16448 0.3 -0.4 0.3
```
Positions in Å, forces in eV/Å.

As for the LUMO energy: 2.02 eV. As for the total charge: -1. The HOMO energy comes out at -7.64 eV. Its energy relative to the best compared isomer or geometry (same formula, charge and spin) is 0.0 kJ/mol. The strongest force on any atom comes out at 2.7 eV/Å.



The following is a quantum chemistry calculation of C20H52NO2P2Si4Ti as an isolated structure at a distorted geometry, from the Open Molecules 2025 dataset.

Structure (XYZ):
```
82
Properties=species:S:1:pos:R:3:forces:R:3
Ti -0.03240 0.07525 -1.52780 -0.3 0.0 1.5
P 2.36109 -0.69598 -1.48166 -1.0 0.1 -0.4
P -2.41124 -0.56527 -1.47348 1.2 -0.1 -1.0
Si -0.19872 -1.72370 3.00555 0.1 0.2 -0.2
Si -1.96006 1.53420 2.27334 0.0 0.1 -0.2
Si -0.19177 0.11683 1.58100 0.2 -0.5 -0.6
Si 1.68801 1.40210 2.10292 -0.2 0.0 -0.2
O 0.06232 1.63217 -2.41478 -0.1 1.7 -2.1
O 2.86269 4.11157 -5.34849 0.5 -0.3 0.1
N -0.06031 -1.29268 -3.24618 0.1 0.0 0.9
C 3.76467 0.47688 -1.52281 0.3 0.0 -0.1
C -1.28651 -2.17088 -5.10748 -0.1 0.2 0.2
C -1.24228 -1.63392 -3.82771 0.2 -0.3 -0.7
C -3.37959 -1.65516 -0.38914 -0.3 -0.1 0.3
C 1.49488 2.28612 3.77035 0.2 0.1 0.0
C 3.22158 0.31648 2.28518 0.2 0.2 0.0
C 2.43913 -1.33925 -3.21932 0.1 -0.6 0.3
C 1.11056 -2.95511 2.43145 -0.1 -0.3 0.2
C -1.97025 1.67003 4.16327 0.0 0.1 0.0
C -1.69863 3.26481 1.54814 -0.3 0.2 0.2
C -3.72167 1.01128 1.84491 -0.2 0.0 0.0
C -2.54050 -1.47282 -3.07876 -0.8 -0.1 0.1
C 0.19361 -1.20955 4.78108 0.0 -0.3 0.1
C -1.88043 -2.57452 2.93749 0.0 -0.3 0.3
C -0.10523 -2.36429 -5.81764 0.1 -0.1 -0.1
C 3.02221 -2.11785 -0.55212 0.3 -0.3 0.1
C 1.95145 2.73240 0.78409 0.5 0.1 0.2
C 1.10087 -1.58071 -3.88900 -0.1 0.0 -0.6
C 1.10109 -2.08409 -5.18425 0.0 0.0 0.2
C -3.50026 0.86293 -1.81009 -0.4 0.2 0.0
H -1.87051 -3.41259 3.65240 -0.1 0.1 -0.2
H 0.94889 -3.90538 2.96185 0.1 0.1 -0.1
H 1.13937 -0.65821 4.86689 -0.2 -0.1 -0.1
H -3.27804 -0.94534 -3.70787 0.3 -0.3 0.0
H -4.40864 1.74946 2.29159 0.2 -0.2 -0.1
H -3.28234 1.69432 -1.12695 -0.1 -0.2 -0.2
H 1.27498 1.59858 4.59705 0.0 0.1 -0.2
H -0.60082 -0.60398 5.23426 0.2 -0.1 -0.1
H -3.11097 -1.50826 0.66295 -0.1 0.0 -0.3
H 3.52537 -0.17681 1.35518 -0.1 0.1 0.2
H -3.33436 1.20511 -2.84169 0.0 -0.1 0.3
H 3.88356 1.00558 -0.56954 0.0 -0.2 -0.3
H -0.04732 2.28242 -3.11435 0.2 -0.2 0.1
H -0.11633 -0.68409 0.12805 -0.3 0.0 2.2
H 3.08983 -0.45190 3.05949 0.0 0.2 -0.2
H 0.72177 3.06509 3.75727 0.2 -0.2 0.0
H -0.11978 -2.74007 -6.83534 0.0 0.0 0.1
H 2.12869 -2.61727 2.66015 -0.2 0.0 0.0
H 2.84416 -2.03130 0.52559 0.1 0.0 -0.3
H 4.10205 -2.20717 -0.73992 -0.2 -0.1 0.1
H 3.02768 -0.64737 -3.81274 0.1 0.2 -0.2
H -0.97508 1.34786 -0.30672 1.3 1.3 -0.2
H 2.19448 2.34015 -0.21130 -0.2 0.0 0.3
H 3.65064 3.65927 -5.68848 -0.3 0.2 0.2
H 1.04526 -3.15894 1.35575 -0.1 0.1 0.2
H -2.08139 -2.99105 1.94077 0.1 0.1 0.2
H -4.54669 0.54506 -1.69925 0.1 0.3 -0.1
H -1.02887 2.02665 4.59596 -0.2 -0.1 -0.1
H 2.80669 3.33980 1.12053 -0.1 0.0 -0.1
H -4.45031 -1.45101 -0.52998 0.2 -0.2 0.1
H -2.71265 -1.91187 3.21278 0.2 -0.1 -0.1
H 2.06444 -2.25506 -5.66174 -0.3 0.0 -0.1
H -1.63813 3.28522 0.45427 0.0 0.0 0.3
H 4.68796 -0.07352 -1.75522 -0.1 0.2 0.0
H -3.16599 -2.69455 -0.67187 0.0 0.3 0.2
H 2.99430 -2.29448 -3.19192 -0.1 0.3 -0.3
H -2.57812 3.86113 1.83749 0.2 0.0 0.0
H -2.97278 -2.46529 -2.85402 0.2 0.2 -0.3
H -0.80523 3.75984 1.95014 -0.2 -0.1 -0.1
H -0.33520 1.92525 -0.40314 -1.1 -1.5 0.5
H -3.92579 0.98308 0.76757 0.1 0.0 0.3
H 4.04757 0.96949 2.60740 -0.1 -0.2 -0.1
H -2.26406 -2.40291 -5.53481 0.3 0.0 0.0
H -2.75930 2.39040 4.43266 0.2 -0.2 0.0
H 0.29286 -2.13279 5.37290 0.0 0.2 0.0
H -3.97724 0.03046 2.26871 0.1 0.2 -0.1
H 2.45606 2.77564 3.99479 -0.2 -0.1 0.0
H 1.08606 3.39871 0.68505 0.1 -0.2 0.0
H 2.52013 -3.02641 -0.91072 0.1 0.2 0.1
H 2.30664 4.22681 -6.11749 -0.2 0.1 -0.2
H -2.22389 0.71163 4.63508 0.0 0.2 -0.1
H 3.57613 1.21335 -2.31755 0.0 -0.1 0.3
```
Positions in Å, forces in eV/Å.

As for the multiplicity: 2. As for the LUMO energy (alpha / beta): 0.48 / 0.44 eV. The HOMO energy (alpha / beta) comes out at -3.80 / -4.60 eV. Its energy relative to the best compared isomer or geometry (same formula, charge and spin) is 91.1 kJ/mol. The strongest force on any atom comes out at 2.7 eV/Å.



no.,E_tot (a.u.)
1,-2774.5331
2,-3688.6118